# 1
{
  "formula": "C22H45BiN2P3SSe",
  "method": "wB97M-V/def2-TZVPD",
  "species": ["H", "H", "H", "H", "C", "H", "H", "C", "H", "H", "H", "C", "S", "H", "Se", "C", "C", "H", "H", "H", "H", "C", "H", "Bi", "H", "H", "H", "C", "H", "C", "H", "P", "H", "H", "H", "C", "H", "H", "C", "C", "H", "C", "H", "H", "C", "H", "H", "H", "H", "H", "H", "C", "H", "H", "C", "C", "P", "C", "C", "H", "H", "H", "H", "C", "H", "H", "C", "H", "C", "N", "N", "C", "H", "H", "P"],
  "coordinates": [[4.854, 1.846, 0.751], [-4.340, -1.563, 3.033], [0.653, -4.830, 0.140], [-0.091, 2.221, -4.540], [-3.650, 1.836, -0.002], [-3.767, 1.646, -1.078], [4.440, 0.105, 0.660], [1.703, 2.750, -2.351], [-0.378, -3.292, -1.833], [1.486, 3.389, 2.259], [2.022, 1.208, 3.746], [-1.873, 2.527, 2.166], [-2.383, -1.247, -1.643], [1.350, -6.143, -1.000], [-0.241, -2.102, 1.910], [-3.419, -1.178, 2.575], [-0.551, 1.624, -3.738], [-4.084, 0.991, 0.548], [-1.561, -1.774, -6.424], [0.889, -2.085, 5.961], [2.606, 2.585, -1.748], [1.823, 0.082, -3.438], [-2.811, -0.900, -4.438], [-0.390, -0.136, -0.302], [1.102, 3.539, -1.879], [-1.323, 3.456, -1.525], [3.865, 1.222, -0.609], [-1.427, -0.722, 5.542], [-2.805, 3.058, 2.414], [-2.606, -0.622, 4.881], [1.277, -2.221, 4.220], [2.601, 1.428, 1.430], [-4.189, 2.757, 0.266], [3.194, 3.704, 1.821], [-0.983, 0.707, -4.163], [0.084, -3.450, -3.943], [1.949, 3.575, 0.540], [-0.536, 4.036, -0.026], [2.729, 0.716, 3.066], [-0.615, -2.966, -2.845], [-1.017, 3.187, 2.372], [-1.288, -2.099, -5.418], [2.491, -0.354, 3.022], [0.886, -4.173, -3.792], [-1.986, -1.604, -4.323], [-1.162, -0.492, 6.559], [3.753, 0.849, 3.444], [-2.280, 4.333, -0.299], [-3.577, -0.292, 5.207], [2.002, 3.082, -3.356], [2.591, -0.329, -2.767], [1.395, -5.117, -0.617], [1.479, -0.660, 5.069], [1.484, 0.795, 0.782], [2.271, 3.188, 1.518], [-1.621, -1.998, -3.017], [-1.886, 2.056, 0.403], [4.077, 1.123, 0.465], [-1.460, 3.614, -0.447], [-1.792, 1.637, 2.806], [-3.086, -1.858, 1.783], [-1.360, 2.203, -3.272], [1.240, -0.750, -3.858], [2.346, -4.260, -1.020], [0.310, -3.391, -6.092], [2.399, -3.239, -0.623], [-0.243, -3.012, -5.232], [3.117, -4.558, -1.742], [0.865, -1.566, 4.994], [-0.503, -1.241, 4.652], [-2.392, -1.085, 3.592], [-1.074, -1.424, 3.421], [2.313, 0.635, -4.253], [-3.631, -0.189, 2.142], [0.734, 1.212, -2.510]],
  "e_homo_ev": -15.54,
  "total_charge": 3,
  "molar_mass_da": 750.55,
  "relative_energy_kcal_mol": 0.9
}



# 2
{
  "formula": "C22H45INO11P",
  "method": "wB97M-V/def2-TZVPD",
  "species": ["H", "H", "H", "C", "H", "H", "O", "C", "C", "C", "O", "H", "C", "O", "H", "O", "H", "H", "C", "H", "H", "H", "O", "N", "C", "H", "H", "H", "C", "C", "O", "C", "H", "C", "O", "H", "C", "H", "H", "C", "I", "H", "C", "H", "H", "H", "H", "H", "H", "H", "H", "H", "O", "H", "O", "H", "C", "C", "H", "H", "H", "P", "O", "H", "C", "H", "H", "H", "H", "H", "C", "H", "H", "H", "C", "C", "C", "H", "O", "H", "C"],
  "coordinates": [[-7.712, 2.524, 1.185], [6.866, -3.629, 3.087], [-6.757, 3.781, 1.989], [-0.641, 4.297, 4.114], [-0.059, -2.124, -2.226], [2.739, -5.119, 3.870], [-4.762, 3.841, 0.190], [5.145, -4.105, 1.948], [-1.520, 4.763, 2.975], [-0.741, 1.007, -6.824], [-0.837, 1.104, -4.348], [0.090, -4.151, -1.241], [-3.648, 3.094, 0.336], [5.163, -3.638, 0.842], [-4.660, 1.154, 0.109], [-0.726, -0.845, -5.335], [4.601, -0.542, 0.329], [-2.099, 3.983, 2.491], [1.080, -3.791, -1.544], [0.063, 2.850, -5.039], [4.369, -5.762, 3.886], [2.643, -3.416, -0.011], [-1.397, -1.494, 1.097], [-2.358, -1.154, -0.968], [-0.734, 2.533, -4.365], [1.293, 1.176, -1.648], [-1.950, 4.284, -4.626], [1.301, -4.282, -2.497], [6.410, -4.522, 2.661], [2.134, -4.234, -0.515], [2.218, 0.975, -1.451], [0.948, -2.280, -1.828], [-0.108, 0.413, -7.478], [-0.722, 2.014, 3.262], [-2.586, 3.657, 0.360], [2.904, -4.861, -0.972], [1.033, -1.380, -0.587], [1.671, -4.836, 0.275], [-2.200, 5.515, 3.365], [-1.294, -1.135, -0.047], [2.150, -1.721, -3.514], [6.266, -5.252, 3.451], [-3.759, 1.599, 0.519], [-0.391, 1.208, 1.302], [5.155, -3.597, 4.986], [-3.712, 1.378, 1.586], [-2.406, 2.943, -5.682], [-0.417, 2.792, -3.356], [-6.021, 2.416, -0.659], [-0.538, 1.074, 3.779], [-6.639, 4.045, -0.471], [-2.498, -2.091, -1.336], [3.955, -4.198, 2.576], [3.895, -1.907, -0.613], [-0.219, 3.017, 4.154], [-2.814, 2.887, -3.967], [3.928, -0.827, -0.482], [4.111, -3.911, 4.999], [-1.804, 2.112, 3.156], [4.312, -0.405, -1.418], [-0.177, 2.961, 1.396], [2.302, -0.059, -0.163], [-0.165, -0.544, -0.537], [-1.758, 0.988, -7.217], [-6.062, 3.266, 0.024], [-2.907, 1.139, 0.033], [1.054, 1.885, 2.056], [3.491, -3.016, 4.943], [3.917, -4.411, 5.948], [7.089, -4.935, 1.921], [-6.702, 2.902, 1.347], [-0.881, 5.233, 2.227], [-6.132, 2.137, 1.873], [-2.124, -0.571, -1.768], [3.791, -4.838, 3.846], [-2.055, 3.201, -4.682], [-0.019, 2.020, 1.924], [-0.384, 2.033, -6.828], [-0.264, 5.049, 4.972], [1.024, -2.013, 0.313], [-0.751, 0.347, -5.465]],
  "e_homo_ev": -8.10,
  "molar_mass_da": 657.48
}



# 3
{
  "formula": "C22H45LuN2P3S",
  "method": "wB97M-V/def2-TZVPD",
  "species": ["C", "H", "C", "C", "H", "H", "H", "H", "H", "H", "H", "C", "C", "H", "H", "H", "C", "H", "H", "C", "H", "H", "C", "H", "P", "N", "H", "H", "H", "H", "H", "C", "H", "C", "H", "H", "C", "H", "C", "H", "Lu", "H", "H", "C", "H", "C", "C", "C", "N", "H", "H", "C", "H", "C", "H", "H", "H", "P", "S", "H", "H", "H", "C", "H", "H", "C", "H", "H", "H", "C", "H", "P", "H", "C"],
  "coordinates": [[1.551, -3.413, 2.038], [-3.745, -0.050, 2.604], [-1.469, -4.508, -3.103], [0.883, -3.768, 0.882], [0.653, -4.766, -2.856], [-3.541, -3.916, -3.066], [1.474, -0.234, 3.308], [-2.271, -0.025, 4.270], [-2.837, 2.625, 1.860], [2.528, 3.666, 2.948], [1.231, -2.398, -2.847], [-1.309, -0.134, 3.758], [-2.236, -2.167, -3.143], [-1.366, 4.046, -2.561], [2.583, 1.297, -3.166], [4.516, 2.107, 1.757], [-2.237, 2.156, 2.639], [3.601, 1.183, 2.983], [-1.516, 4.040, 1.096], [-1.107, 4.067, 0.091], [3.953, 0.443, 1.386], [-1.294, -0.444, -5.261], [0.610, -5.091, 0.316], [0.888, 3.876, 2.283], [2.115, 2.016, 1.213], [0.516, -2.621, 0.288], [-3.590, 0.196, 0.848], [1.676, -1.687, 4.299], [-0.475, -5.251, 0.248], [1.235, 2.533, 3.428], [-3.316, 2.915, -1.528], [1.633, 3.134, 2.600], [-1.705, 4.736, -0.521], [-0.812, 3.095, -2.432], [-2.970, -1.305, 1.608], [-1.449, 2.837, 2.966], [-2.500, -3.534, -3.072], [0.255, 3.343, -2.552], [1.993, 0.435, -2.804], [1.058, -5.245, -0.671], [0.772, 0.253, -0.663], [-3.135, 1.171, -1.255], [-1.047, -1.194, 3.704], [1.547, -0.321, -4.063], [1.036, -5.884, 0.949], [1.474, -2.028, 2.163], [-0.160, -4.043, -2.908], [-3.109, -0.229, 1.731], [0.936, -1.520, 0.985], [2.020, -4.130, 2.692], [-3.422, 2.258, 0.132], [-2.913, 2.162, -0.835], [-1.120, 2.324, -3.166], [1.926, -1.227, 3.320], [3.015, -1.157, 3.353], [-1.669, -5.587, -3.268], [-0.109, -2.586, -0.503], [-1.486, 0.573, 2.044], [-0.546, -0.148, -4.179], [2.858, 2.767, -0.996], [3.724, 3.617, 0.333], [2.419, -0.139, -1.963], [0.161, -2.652, -3.027], [1.957, 0.164, -5.036], [-3.013, -1.431, -2.960], [-0.867, -1.778, -3.389], [2.036, 4.101, -0.102], [-2.891, 1.926, 3.486], [-0.542, 0.416, 4.313], [2.740, 3.257, -0.014], [-0.107, 4.478, 0.152], [-1.083, 2.417, -0.723], [1.687, -1.398, -4.346], [3.705, 1.379, 1.905]],
  "e_homo_ev": -16.93,
  "total_charge": 3,
  "molar_mass_da": 637.57,
  "relative_energy_kcal_mol": 0.0
}



# 4
{
  "formula": "C22H46F3IN13O26",
  "method": "wB97M-V/def2-TZVPD",
  "species": ["O", "H", "N", "N", "O", "O", "O", "N", "I", "H", "N", "C", "N", "O", "C", "F", "H", "H", "H", "H", "H", "O", "N", "C", "C", "H", "H", "C", "H", "O", "H", "N", "H", "H", "N", "O", "C", "H", "H", "H", "C", "C", "C", "H", "H", "H", "H", "H", "O", "C", "O", "H", "O", "F", "H", "H", "H", "N", "O", "H", "H", "C", "C", "O", "O", "N", "C", "H", "O", "N", "O", "C", "H", "H", "N", "H", "C", "O", "H", "H", "O", "O", "N", "H", "O", "H", "H", "C", "C", "C", "O", "H", "H", "F", "C", "H", "C", "H", "H", "H", "O", "H", "H", "O", "C", "O", "H", "O", "O", "C", "H"],
  "coordinates": [[-5.727, -6.943, 3.668], [3.215, -4.601, -7.046], [1.890, 0.946, -1.222], [1.191, 0.813, 6.590], [-6.223, 0.204, 1.794], [7.710, 1.789, 1.534], [10.074, 5.460, 0.025], [3.348, -0.643, 2.134], [-6.402, -1.460, 5.047], [-0.249, -8.337, -8.251], [-5.838, -5.716, 3.779], [4.758, -0.508, 1.678], [4.067, -5.503, -5.337], [4.949, -5.959, -6.073], [0.622, -8.410, -7.596], [-4.815, 1.376, -1.365], [-3.005, -2.522, 5.761], [-2.286, -0.766, 6.092], [10.126, 7.698, 2.051], [3.238, 0.918, 7.021], [4.430, 2.553, -4.887], [6.984, 3.756, -3.816], [-11.175, 0.049, -1.465], [5.416, -3.459, -2.221], [4.872, 2.778, -3.914], [6.446, -3.099, -2.169], [0.590, -0.367, -2.208], [2.601, 0.948, 6.135], [2.052, -5.156, -5.793], [-11.608, -0.834, -2.214], [-7.923, -5.538, 3.700], [1.051, -7.024, -7.266], [2.281, -0.953, -2.057], [1.443, -8.923, -8.101], [4.540, -2.280, -2.456], [-6.419, 2.588, 1.580], [-1.619, 1.279, 3.418], [-0.631, 2.074, -0.124], [5.924, 3.560, -0.136], [5.294, -4.160, -3.049], [-3.932, 1.446, 1.825], [-3.530, 2.025, -1.017], [1.460, -0.439, -1.552], [7.417, 4.043, 0.740], [-12.407, 1.641, -2.044], [-5.815, 3.371, 1.810], [-1.093, 1.121, 4.475], [0.251, 1.664, 2.278], [3.035, 1.277, -1.549], [-4.290, -0.790, 4.811], [5.293, 4.984, -4.513], [4.110, 3.075, -3.190], [0.226, -6.308, -6.687], [-2.496, 1.405, -1.928], [5.444, 1.925, -3.543], [-5.242, 1.366, 4.491], [-3.939, -1.245, 3.783], [-0.786, 1.575, 2.179], [8.272, 6.135, 1.097], [-10.915, 2.123, -1.168], [5.108, -3.917, -1.279], [-7.059, -5.097, 3.199], [-1.356, 1.820, 0.782], [0.769, 1.681, 7.363], [3.979, -5.676, -4.116], [5.792, 3.933, -4.095], [-5.567, 1.394, 1.715], [-3.699, 1.348, 5.610], [0.549, -0.154, 6.164], [-8.710, 4.630, -1.410], [1.065, 1.663, -0.643], [-11.338, 1.456, -1.922], [0.372, -8.910, -6.658], [7.525, 3.478, -0.962], [9.496, 6.025, 0.961], [4.994, -1.336, 1.007], [-7.748, 3.519, -1.179], [3.855, -2.280, -3.485], [-3.907, -1.331, 7.004], [3.050, -3.680, -5.512], [-8.266, 5.668, -1.916], [2.926, 0.225, 2.907], [7.156, 1.969, 0.443], [1.211, -0.940, -0.614], [4.564, -1.388, -1.600], [10.089, 6.145, 2.966], [-6.758, 3.833, -1.517], [3.013, -4.668, -5.975], [-3.296, -1.393, 5.982], [-4.192, 0.849, 4.649], [2.706, -1.610, 1.708], [-7.024, -4.018, 3.369], [2.836, 0.120, 5.463], [-3.476, 3.482, -1.284], [-3.261, 1.173, 3.333], [-10.806, 1.558, -2.870], [10.346, 6.629, 2.022], [5.395, -0.537, 2.565], [-8.096, 2.658, -1.753], [2.689, 1.904, 5.614], [-9.884, 4.429, -1.077], [-7.064, -5.318, 2.129], [4.846, 0.448, 1.158], [2.197, -6.693, -7.593], [-3.001, 1.751, 0.511], [6.724, 1.085, -0.307], [-7.740, 3.307, -0.108], [-5.026, -4.962, 4.328], [-10.622, -0.131, -0.374], [6.993, 3.375, -0.014], [11.396, 6.458, 1.774]],
  "e_homo_ev": -11.66,
  "total_charge": 1,
  "molar_mass_da": 1092.57
}



# 5
{
  "formula": "C22H46I2N4O6P",
  "method": "wB97M-V/def2-TZVPD",
  "species": ["H", "C", "C", "H", "H", "H", "C", "H", "N", "N", "H", "C", "N", "H", "H", "N", "H", "C", "H", "O", "H", "C", "I", "C", "O", "H", "H", "H", "O", "H", "C", "H", "O", "H", "H", "H", "H", "C", "C", "H", "H", "H", "C", "C", "H", "C", "H", "H", "C", "H", "H", "C", "H", "H", "H", "H", "H", "H", "C", "H", "H", "H", "C", "H", "H", "O", "H", "C", "H", "C", "C", "H", "H", "O", "P", "C", "I", "C", "H", "H", "H"],
  "coordinates": [[-3.410, 1.209, -1.128], [4.161, 1.573, -3.210], [-6.671, -5.300, 0.441], [4.700, -2.859, -1.733], [1.635, 4.033, 1.684], [-3.153, -1.908, 1.949], [0.499, 2.003, -0.060], [-7.071, -4.315, 2.616], [-5.076, -2.659, 1.970], [1.865, 1.550, -0.612], [2.255, 2.878, 4.399], [3.024, 2.526, -2.881], [4.324, -2.462, -0.883], [1.263, -0.223, 0.402], [-6.684, -1.857, 3.032], [-3.195, 2.159, -0.833], [0.534, 3.085, 0.056], [-1.968, 2.176, -0.050], [4.907, 2.156, -3.763], [5.101, 3.171, -1.019], [-5.842, -1.525, -1.064], [4.777, -1.190, 2.000], [1.213, -1.235, -1.973], [-6.489, -2.313, 2.057], [-7.288, -4.035, 0.567], [-4.617, -1.890, -2.296], [4.104, -0.670, -1.987], [2.552, 2.750, -3.843], [3.970, 1.003, 0.152], [-1.742, 3.225, 0.162], [3.717, 0.469, -4.148], [-2.139, 1.620, 0.871], [2.607, 0.371, -4.584], [5.408, -0.355, 1.694], [-0.820, 1.899, -1.825], [5.551, -0.090, -4.308], [-6.795, -1.595, 1.283], [3.387, -1.091, 1.361], [4.304, -1.007, -0.966], [3.402, 3.492, -2.551], [5.742, 2.587, -0.586], [3.465, 1.740, 2.414], [1.821, 2.094, -2.047], [1.926, 0.032, -0.417], [-3.054, 2.687, -1.688], [2.581, 1.990, 1.830], [0.401, 1.614, 0.947], [2.732, -0.605, 2.084], [1.601, 3.336, 3.661], [3.412, -2.862, -0.712], [0.731, 3.853, 4.043], [-7.357, -3.541, 1.898], [-8.396, -3.265, 2.096], [-3.574, 0.216, 0.837], [-5.261, -0.170, 0.566], [1.880, 1.177, 2.004], [-4.323, -0.902, 2.794], [4.692, -1.157, 3.084], [-0.752, 1.555, -0.794], [5.275, -2.117, 1.724], [-4.934, -3.240, 1.153], [-6.792, -5.616, -0.593], [1.868, 3.220, 2.368], [-4.854, -2.998, -0.942], [-7.144, -6.041, 1.092], [4.666, -0.433, -4.488], [1.229, 1.402, -2.638], [3.008, 1.999, 0.343], [4.677, 1.194, -2.332], [3.373, -0.321, 0.041], [-4.175, -1.518, 1.900], [-0.886, 0.476, -0.731], [2.948, -2.079, 1.213], [-3.849, -1.210, -0.539], [3.934, 3.672, -0.007], [-4.848, -1.945, -1.233], [5.281, 3.942, 2.003], [-4.265, -0.612, 0.678], [5.306, -0.648, -0.714], [1.215, 2.994, -1.961], [-5.600, -5.264, 0.675]],
  "e_homo_ev": -10.47,
  "total_charge": 1,
  "molar_mass_da": 747.41
}